--- a ---
Entry from the Open Molecules 2025 dataset: C29H26BCl7N11O3Ta as an isolated structure (the ωB97M-V functional and the def2-TZVPD basis).

XYZ file:
```
78
Properties=species:S:1:pos:R:3
Ta -0.431 0.402 -0.755
C -2.802 -2.413 -0.993
C -2.203 -2.101 0.336
C -2.595 -2.623 1.565
C -1.711 -2.100 2.486
N -0.832 -1.326 1.846
N -1.147 -1.283 0.523
B 0.427 -0.597 2.387
N 0.076 0.896 2.471
C 0.211 1.791 3.453
C -0.261 3.003 3.000
C -0.687 2.776 1.692
C -1.365 3.812 0.851
N -0.457 1.490 1.363
N 1.583 -0.715 1.354
C 2.809 -1.205 1.572
C 3.616 -0.857 0.509
C 2.799 -0.125 -0.350
C 3.179 0.499 -1.649
N 1.571 -0.031 0.181
N 0.879 -1.234 3.676
C 1.012 -2.565 3.931
C 1.819 -2.706 5.026
C 2.172 -1.386 5.387
C 3.049 -0.938 6.511
N 1.622 -0.514 4.562
H -3.188 -3.431 -0.973
H -2.070 -2.333 -1.794
H -3.639 -1.750 -1.218
H -3.402 -3.311 1.748
H -1.637 -2.250 3.550
H 0.638 1.490 4.393
H -0.328 3.928 3.547
H -0.824 4.755 0.934
H -2.373 3.988 1.231
H -1.456 3.554 -0.196
H 3.034 -1.743 2.478
H 4.659 -1.086 0.376
H 4.091 1.083 -1.524
H 2.397 1.147 -2.034
H 3.390 -0.266 -2.398
H 0.542 -3.312 3.313
H 2.108 -3.623 5.512
H 3.182 -1.737 7.237
H 2.616 -0.077 7.018
H 4.034 -0.648 6.143
Cl -7.225 2.062 -3.333
C -5.649 1.502 -2.966
C -5.133 1.681 -1.683
Cl -6.045 2.444 -0.450
C -3.854 1.226 -1.414
Cl -3.100 1.369 0.133
C -3.074 0.602 -2.376
O -1.861 0.164 -2.051
C -3.598 0.408 -3.649
Cl -2.633 -0.409 -4.810
C -4.881 0.863 -3.944
Cl -5.518 0.629 -5.515
N 2.069 3.254 0.078
N 1.555 3.840 -1.076
C 0.537 3.305 -1.800
O 0.047 3.837 -2.760
O 0.065 2.135 -1.316
H 1.862 3.822 0.891
H 3.070 3.137 -0.007
H 1.885 4.736 -1.405
Cl 0.581 -3.663 -1.577
C 1.077 -2.828 -2.994
C 1.598 -3.511 -4.060
C 1.999 -2.806 -5.197
C 1.884 -1.419 -5.272
C 1.372 -0.719 -4.207
Cl 1.197 0.982 -4.289
C 0.939 -1.395 -3.009
N 0.437 -0.756 -1.999
H 1.695 -4.587 -4.015
H 2.406 -3.348 -6.040
H 2.188 -0.887 -6.163
```

* spin multiplicity: 2
* HOMO level (alpha / beta): -11.11 / -11.25 eV
* charge: +1
* expectation value of S²: 0.79

--- b ---
Entry from the Open Molecules 2025 dataset: C29H26BCl7N11O3Ta as an isolated structure (the ωB97M-V functional and the def2-TZVPD basis).

XYZ file:
```
78
Properties=species:S:1:pos:R:3
Ta -0.215 0.006 0.309
C 1.624 -4.404 0.483
C 0.618 -3.977 -0.532
C -0.315 -4.836 -1.219
C -0.939 -4.018 -2.072
N -0.458 -2.697 -1.945
N 0.584 -2.744 -0.960
B 2.211 -1.152 -2.429
N 1.275 -0.424 -3.205
C 0.662 -0.692 -4.411
C 0.038 0.441 -4.808
C 0.309 1.406 -3.788
C -0.052 2.850 -3.812
N 1.024 0.888 -2.825
N 2.721 -0.476 -1.204
C 4.036 -0.265 -1.020
C 4.228 0.298 0.211
C 2.952 0.412 0.767
C 2.703 0.967 2.132
N 2.029 -0.046 -0.103
N 2.807 -2.413 -2.785
C 3.627 -3.217 -2.028
C 3.780 -4.391 -2.687
C 2.998 -4.253 -3.874
C 2.807 -5.252 -4.962
N 2.422 -3.079 -3.922
H 1.187 -5.134 1.165
H 1.986 -3.549 1.051
H 2.468 -4.881 -0.016
H -0.433 -5.898 -1.084
H -1.692 -4.211 -2.820
H 0.758 -1.665 -4.858
H -0.535 0.591 -5.707
H 0.482 3.342 -4.627
H 0.226 3.336 -2.879
H -1.119 2.986 -3.992
H 4.740 -0.514 -1.799
H 5.155 0.601 0.665
H 3.521 0.653 2.778
H 1.771 0.633 2.576
H 2.720 2.058 2.103
H 4.020 -2.892 -1.080
H 4.372 -5.239 -2.386
H 3.764 -5.519 -5.412
H 2.159 -4.847 -5.735
H 2.362 -6.169 -4.572
Cl -2.826 6.708 -0.115
C -2.430 5.066 -0.396
C -1.273 4.527 0.153
Cl -0.220 5.456 1.136
C -0.993 3.200 -0.110
Cl 0.388 2.417 0.628
C -1.776 2.348 -0.876
O -1.483 1.074 -0.987
C -2.951 2.912 -1.392
Cl -3.963 1.897 -2.340
C -3.267 4.246 -1.166
Cl -4.701 4.898 -1.833
N -1.551 -1.882 -1.432
N -2.926 -0.421 0.378
C -3.269 0.786 1.249
O -4.415 1.114 1.231
O -2.205 1.201 1.770
H -2.044 -1.466 -2.144
H -0.805 -2.530 0.510
H -2.852 -2.691 0.277
Cl -1.924 -1.690 0.387
C -1.915 -2.099 2.210
C -2.808 -2.932 2.825
C -2.649 -3.096 4.208
C -1.630 -2.432 4.872
C -0.725 -1.625 4.182
Cl 0.553 -0.830 5.034
C -0.817 -1.468 2.806
N -0.005 -0.680 1.988
H -3.626 -3.411 2.298
H -3.332 -3.724 4.762
H -1.527 -2.526 5.944
```

* spin multiplicity: 2
* HOMO level (alpha / beta): -10.63 / -10.60 eV
* charge: +1
* expectation value of S²: 0.76

a ends up most stable, edging out the next structure by 446.7 kcal/mol.

--- a ---
Entry from the Open Molecules 2025 dataset: one molecule with the formula C4H10O2S (the ωB97M-V functional and the def2-TZVPD basis).

XYZ file:
```
17
Properties=species:S:1:pos:R:3
C 2.251 -0.306 -0.395
O 1.063 -0.737 0.225
C 0.454 0.251 1.028
C -0.444 1.196 0.245
O -1.775 0.738 0.110
C -1.960 -0.305 -0.810
S -2.438 -1.888 -0.064
H 2.966 0.074 0.342
H 2.685 -1.162 -0.905
H 2.071 0.480 -1.137
H 1.209 0.829 1.574
H -0.162 -0.269 1.764
H -0.518 2.149 0.766
H -0.013 1.378 -0.745
H -2.811 -0.058 -1.446
H -1.077 -0.443 -1.435
H -1.502 -1.927 0.882
```

* HOMO level: -8.96 eV
* SMILES: COCCOCS

--- b ---
Entry from the Open Molecules 2025 dataset: a 2-piece molecular cluster, C4H10O2S overall (the ωB97M-V functional and the def2-TZVPD basis).

XYZ file:
```
17
Properties=species:S:1:pos:R:3
O -1.994 -0.994 -0.931
C -2.151 -0.346 0.247
O -3.100 -0.866 1.082
S -2.826 1.444 -0.167
H -2.708 -1.335 -1.466
H -1.077 -0.167 0.658
H -3.023 -0.478 1.936
H -4.095 1.426 0.348
C 1.855 0.813 1.015
C 1.148 0.454 -0.011
C 1.303 -0.823 -0.627
H 2.429 -0.022 1.386
H 1.879 1.694 1.515
H 0.494 1.100 -0.566
H 0.327 -1.304 -0.484
H 1.449 -0.773 -1.717
H 2.134 -1.338 -0.201
```

* HOMO level: -9.15 eV
* SMILES: OC(O)S.C=CC

a ends up most stable, edging out the next structure by 17.5 kcal/mol.

--- a ---
Entry from the Open Molecules 2025 dataset: one molecule with the formula C6H11NO2S (the ωB97M-V functional and the def2-TZVPD basis).

XYZ file:
```
21
Properties=species:S:1:pos:R:3
C -3.687 -1.317 1.043
C -3.141 -1.042 -0.110
S -2.471 0.606 -0.427
O -3.381 1.617 -0.034
N -1.001 0.893 0.054
C -0.029 0.095 -0.375
O -0.285 -1.014 -0.794
C 1.338 0.656 -0.262
C 1.421 1.381 1.048
C 2.424 -0.403 -0.601
H -4.245 -2.199 1.013
H -4.066 -0.635 1.824
H -2.710 -1.740 -0.836
H -2.523 0.639 -1.869
H 1.465 1.340 -1.105
H 1.101 0.613 1.806
H 1.063 2.308 1.065
H 2.460 1.390 1.248
H 2.849 -1.071 0.291
H 3.246 0.215 -0.981
H 1.932 -0.939 -1.407
```

* HOMO level: -9.53 eV
* SMILES: C=C[S@@H](=O)=NC(=O)C(C)C

--- b ---
Entry from the Open Molecules 2025 dataset: a 2-piece molecular cluster, C6H11NO2S overall (the ωB97M-V functional and the def2-TZVPD basis).

XYZ file:
```
21
Properties=species:S:1:pos:R:3
C -2.055 -0.046 0.949
C -1.545 -1.501 1.222
C -0.696 0.675 1.442
C 0.908 -1.236 1.949
C -0.245 -1.551 1.091
C 0.506 1.226 -3.106
N 0.336 -0.258 1.093
O 1.975 -0.604 -1.854
O 1.578 1.597 -0.663
S 0.870 0.555 -1.371
H -2.148 0.028 -0.198
H -3.001 0.235 1.569
H -2.223 -2.274 1.344
H 2.892 -0.414 -1.493
H -0.581 1.640 0.900
H -0.916 0.950 2.564
H 0.899 -1.276 3.011
H 2.064 -1.359 1.808
H 1.373 1.899 -3.588
H 0.514 0.124 -3.580
H -0.503 1.591 -3.090
```

* HOMO level: -8.42 eV

a ends up most stable, edging out the next structure by 43.3 kcal/mol.

--- a ---
Entry from the Open Molecules 2025 dataset: C3H4NO as an isolated structure (the ωB97M-V functional and the def2-TZVPD basis).

XYZ file:
```
9
Properties=species:S:1:pos:R:3
C 0.391 0.140 -0.182
C 0.624 0.680 -1.294
C -0.169 0.002 1.038
N -0.167 -1.438 0.615
O -1.310 -1.852 0.235
H 0.894 -0.035 -2.141
H 0.427 1.797 -1.525
H 0.430 0.107 1.931
H -1.119 0.599 1.323
```

* HOMO level (alpha / beta): -1.61 / -1.61 eV
* charge: -1

--- b ---
Entry from the Open Molecules 2025 dataset: an isolated ion of composition C3H4NO and charge -1 (the ωB97M-V functional and the def2-TZVPD basis).

XYZ file:
```
9
Properties=species:S:1:pos:R:3
C -0.159 -1.060 -0.893
C 0.494 0.023 -0.342
C 0.370 1.067 0.661
N 1.549 0.875 -0.299
O 2.084 1.890 -1.008
H 0.285 -1.689 -1.528
H -0.894 -1.613 -0.255
H -0.441 1.991 0.554
H 0.681 0.922 1.734
```

* HOMO level: -2.00 eV
* SMILES: C=C1CN1[O-]
* charge: -1

b ends up most stable, edging out the next structure by 14.7 kcal/mol.

--- a ---
Entry from the Open Molecules 2025 dataset: one molecule with the formula C4H5P (the ωB97M-V functional and the def2-TZVPD basis).

XYZ file:
```
10
Properties=species:S:1:pos:R:3
C 0.856 0.393 0.916
C -0.143 -0.889 0.883
C -0.966 -1.073 -0.188
P -2.260 -1.659 -1.131
C -1.054 -0.220 -1.405
H 1.784 0.412 1.402
H 0.695 1.232 0.334
H 0.046 -1.688 1.668
H -1.544 0.847 -1.279
H -0.241 -0.221 -2.233
```

* HOMO level (alpha / beta): -8.39 / -8.10 eV
* SMILES: C=CC1=PC1

--- b ---
Entry from the Open Molecules 2025 dataset: a 2-piece molecular cluster, C4H5P overall (the ωB97M-V functional and the def2-TZVPD basis).

XYZ file:
```
10
Properties=species:S:1:pos:R:3
C 0.826 1.208 -0.319
C -2.024 0.213 0.210
C -0.867 -0.282 -0.090
C 1.691 1.814 0.650
P 1.931 2.101 -1.194
H -2.979 -0.481 0.273
H -2.180 1.206 0.270
H -0.354 -1.280 -0.069
H 1.214 2.587 1.333
H 2.304 1.016 1.137
```

* HOMO level: -8.65 eV

a ends up most stable, edging out the next structure by 42.2 kcal/mol.